Computed, not measured: C5H11O3Tb as an isolated structure in a non-equilibrium geometry, with wB97M-V/def2-TZVPD.

```
! wB97M-V def2-TZVPD RIJCOSX def2/J DEFGRID3
* xyz 1 8
O 0.998 2.221 -1.301
C 1.863 3.161 -1.853
C 3.197 2.534 -2.222
O 3.723 1.919 -1.032
C 4.989 1.412 -1.120
C 5.664 0.985 -0.058
Tb 1.561 0.820 0.115
H 2.042 3.997 -1.150
H 1.446 3.608 -2.776
H 3.900 3.294 -2.591
H 3.093 1.755 -2.992
H 5.376 1.336 -2.140
H 5.223 0.963 0.939
H 6.652 0.550 -0.202
O -0.936 0.836 -3.292
H -0.409 1.315 -2.602
C -0.044 0.106 -4.092
H -0.617 -0.483 -4.821
H 0.655 0.766 -4.637
H 0.565 -0.604 -3.504
*
```

## Properties
E_HOMO (spin up / spin down)   -12.8834 / -12.4039 eV
Maximum force   0.02819 hartree/bohr
<S²>   15.77
Electronic energy   -33931.660 eV
LUMO energy (spin up / spin down)   -3.67 / -5.12 eV
Energy relative to the best compared isomer or geometry (same formula, charge and spin)   0.0 kJ/mol

Computed, not measured: a 2-piece molecular cluster, C5H11O4 overall in a non-equilibrium geometry, with wB97M-V/def2-TZVPD.

```
! wB97M-V def2-TZVPD RIJCOSX def2/J DEFGRID3
* xyz 0 2
C -1.664 -1.208 -0.515
C -0.344 -0.512 -0.515
C 0.637 -1.099 -1.587
O 0.241 -2.480 -1.678
C 0.382 0.236 0.524
C 0.087 0.051 1.966
O 0.162 1.346 2.518
O -0.892 0.754 0.189
O 0.656 3.310 -2.563
H -2.332 -0.565 0.079
H -2.045 -1.194 -1.540
H -1.659 -2.223 -0.143
H 0.543 -0.545 -2.538
H 1.677 -1.039 -1.248
H 0.992 -3.055 -1.879
H 1.450 0.639 0.294
H -0.932 -0.317 2.051
H 0.853 -0.658 2.233
H 0.313 1.184 3.459
H -0.127 2.849 -1.874
*
```

## Properties
E_HOMO (spin up / spin down)   -9.2696 / -9.2697 eV
Maximum force   0.14000 hartree/bohr
<S²>   0.75
Electronic energy   -13545.426 eV
LUMO energy (spin up / spin down)   0.56 / -1.63 eV
Energy relative to the best compared isomer or geometry (same formula, charge and spin)   457.5 kJ/mol

Computed, not measured: a 2-piece molecular cluster, C5H11O4 overall in a non-equilibrium geometry, with wB97M-V/def2-TZVPD.

```
! wB97M-V def2-TZVPD RIJCOSX def2/J DEFGRID3
* xyz 0 2
H -1.829 2.422 4.268
O -1.755 3.373 4.109
H -0.905 3.585 3.667
C 0.111 4.936 2.669
C -0.358 4.658 1.260
O 0.251 3.482 0.733
C -0.347 6.186 3.376
C 0.727 7.093 3.989
O 0.129 7.393 2.718
C -1.727 6.263 3.985
O 1.376 4.566 2.834
H -1.449 4.541 1.268
H -0.099 5.519 0.608
H -0.204 3.248 -0.105
H 0.437 7.787 4.763
H 1.750 6.708 3.972
H -1.900 5.344 4.564
H -1.844 7.157 4.618
H -2.498 6.278 3.208
H 1.565 3.753 2.318
*
```

## Properties
E_HOMO (spin up / spin down)   -7.5204 / -10.0890 eV
Maximum force   0.04346 hartree/bohr
<S²>   0.75
Electronic energy   -13550.093 eV
LUMO energy (spin up / spin down)   0.54 / 0.26 eV
Energy relative to the best compared isomer or geometry (same formula, charge and spin)   7.2 kJ/mol

Computed, not measured: C5H11O4Pd as an isolated structure in a non-equilibrium geometry, with wB97M-V/def2-TZVPD.

```
! wB97M-V def2-TZVPD RIJCOSX def2/J DEFGRID3
* xyz 0 4
O 2.671 -0.598 -0.432
Pd 1.129 -0.820 0.211
O 0.189 -2.350 0.875
C -0.859 -2.596 0.001
C -1.342 -1.310 -0.659
O -0.178 -0.662 -1.187
C -0.249 0.734 -1.464
C -0.136 1.580 -0.116
O 0.952 1.025 0.604
C 1.348 1.738 1.766
H -1.737 -3.047 0.506
H -0.564 -3.302 -0.804
H -1.811 -0.656 0.093
H -2.057 -1.491 -1.476
H -1.179 1.052 -1.959
H 0.465 0.887 -2.283
H -1.048 1.439 0.485
H 0.041 2.643 -0.330
H 2.225 1.224 2.176
H 1.611 2.770 1.495
H 0.527 1.737 2.497
*
```

## Properties
E_HOMO (spin up / spin down)   -7.0057 / -7.6826 eV
Maximum force   0.13421 hartree/bohr
<S²>   3.77
Electronic energy   -17024.382 eV
LUMO energy (spin up / spin down)   0.52 / 0.35 eV
Energy relative to the best compared isomer or geometry (same formula, charge and spin)   142.9 kJ/mol

Computed, not measured: a single C5H11OP molecule in a non-equilibrium geometry, with wB97M-V/def2-TZVPD.

```
! wB97M-V def2-TZVPD RIJCOSX def2/J DEFGRID3
* xyz 0 1
C -1.961 -0.199 1.759
C -0.668 -1.095 1.274
C 0.955 0.329 -0.812
C 0.886 -0.843 -1.711
C 1.102 1.732 -1.130
O -2.721 0.046 0.725
P 0.893 -0.073 0.923
H -2.370 -0.834 2.593
H -1.473 0.625 2.089
H -0.480 -1.771 2.054
H -0.931 -1.554 0.335
H 1.801 -1.219 -2.314
H 0.153 -0.772 -2.554
H 0.694 -1.721 -1.079
H 0.451 1.938 -1.884
H 2.053 1.905 -1.545
H 0.997 2.413 -0.283
H 0.617 1.092 1.559
*
```

## Properties
E_HOMO (spin up / spin down)   -6.9383 / -8.9830 eV
Maximum force   0.06864 hartree/bohr
Electronic energy   -16694.498 eV
LUMO energy (spin up / spin down)   -1.45 / 0.15 eV
Energy relative to the best compared isomer or geometry (same formula, charge and spin)   498.5 kJ/mol

Computed, not measured: a single C5H11PS molecule in a non-equilibrium geometry, with wB97M-V/def2-TZVPD.

```
! wB97M-V def2-TZVPD RIJCOSX def2/J DEFGRID3
* xyz 0 1
C -0.774 1.239 -0.626
C -0.647 1.391 0.813
C -0.413 -0.136 -1.392
C 1.684 -0.290 0.641
C -0.590 -1.907 0.813
P 0.587 -1.332 -0.437
S 3.020 0.568 -0.112
H -1.831 1.252 -0.842
H -0.234 2.052 -1.008
H 0.193 2.127 1.076
H -1.439 1.301 1.611
H -1.381 -0.642 -1.698
H 0.269 0.141 -2.342
H 2.080 -0.879 1.459
H -1.319 -1.066 1.192
H -0.173 -2.416 1.611
H -1.390 -2.571 0.306
H 2.358 1.167 -1.066
*
```

## Properties
E_HOMO (spin up / spin down)   -7.8952 / -7.2235 eV
Maximum force   0.10096 hartree/bohr
Electronic energy   -25482.954 eV
LUMO energy (spin up / spin down)   0.00 / 0.44 eV
Energy relative to the best compared isomer or geometry (same formula, charge and spin)   427.5 kJ/mol

Computed, not measured: a single C5H12 molecule in a non-equilibrium geometry, with wB97M-V/def2-TZVPD.

```
! wB97M-V def2-TZVPD RIJCOSX def2/J DEFGRID3
* xyz 0 1
C -2.085 -0.709 0.183
C -1.404 0.613 -0.235
C 0.045 0.722 0.243
C 0.979 -0.325 -0.343
C 2.433 -0.202 0.136
H -3.136 -0.688 -0.122
H -2.012 -0.847 1.248
H -1.670 -1.549 -0.348
H -2.031 1.432 0.184
H -1.447 0.674 -1.353
H 0.051 0.646 1.343
H 0.459 1.726 -0.014
H 0.580 -1.336 -0.178
H 0.996 -0.179 -1.447
H 3.086 -0.946 -0.341
H 2.504 -0.329 1.228
H 2.817 0.805 -0.107
*
```

## Properties
E_HOMO   -11.0735 eV
Maximum force   0.02289 hartree/bohr
Structure (SMILES)   CCCCC
Electronic energy   -5379.706 eV
LUMO energy   1.29 eV
Energy relative to the best compared isomer or geometry (same formula, charge and spin)   22.5 kJ/mol

Computed, not measured: a 2-piece molecular cluster, C5H12 overall in a non-equilibrium geometry, with wB97M-V/def2-TZVPD.

```
! wB97M-V def2-TZVPD RIJCOSX def2/J DEFGRID3
* xyz 0 1
C 2.614 -0.738 -0.357
C 1.384 0.148 -0.139
C 0.201 -0.213 -1.021
C -0.624 0.716 -1.628
C -2.584 0.115 1.623
H 2.389 -1.387 -1.199
H 2.824 -1.357 0.517
H 3.538 -0.208 -0.574
H 1.407 1.249 -0.105
H 0.946 0.004 0.859
H 0.475 -1.189 -1.430
H -0.491 1.653 -2.163
H -3.534 0.369 1.158
H -1.601 0.699 -1.119
H -2.882 -0.414 2.535
H -1.896 -0.503 1.059
H -2.167 1.056 1.985
*
```

## Properties
E_HOMO   -7.5207 eV
Maximum force   0.06675 hartree/bohr
Structure (SMILES)   C=CCC.C
Electronic energy   -5375.239 eV
LUMO energy   0.05 eV
Energy relative to the best compared isomer or geometry (same formula, charge and spin)   453.6 kJ/mol

Computed, not measured: a single C5H12 molecule in a non-equilibrium geometry, with wB97M-V/def2-TZVPD.

```
! wB97M-V def2-TZVPD RIJCOSX def2/J DEFGRID3
* xyz 0 1
C 1.593 1.491 -0.351
C 1.238 0.080 -0.921
C 0.291 -0.742 -0.022
C -1.079 -0.020 0.205
C -2.041 -0.878 1.021
H 2.542 1.806 -0.917
H 1.895 1.450 0.735
H 0.831 2.275 -0.424
H 2.181 -0.462 -1.035
H 0.851 0.182 -1.967
H 0.732 -0.952 0.963
H 0.101 -1.744 -0.509
H -0.851 0.938 0.647
H -1.474 0.200 -0.800
H -2.935 -0.315 1.201
H -1.593 -1.120 1.979
H -2.290 -1.844 0.534
*
```

## Properties
E_HOMO   -10.8492 eV
Maximum force   0.03774 hartree/bohr
Structure (SMILES)   CCCCC
Electronic energy   -5379.527 eV
LUMO energy   1.27 eV
Energy relative to the best compared isomer or geometry (same formula, charge and spin)   39.9 kJ/mol

Computed, not measured: a single C5H12BrIOSi molecule in a non-equilibrium geometry, with wB97M-V/def2-TZVPD.

```
! wB97M-V def2-TZVPD RIJCOSX def2/J DEFGRID3
* xyz 0 3
C -3.154 -0.129 0.179
C 1.916 -1.038 -2.046
C -1.960 0.591 0.845
C -0.627 0.002 0.378
C 0.606 0.775 0.956
O 2.539 0.040 -1.339
Si 2.353 0.423 0.215
Br 3.822 2.035 0.485
I 2.957 -2.156 1.765
H -3.978 0.438 0.102
H -3.000 -0.476 -0.786
H -3.361 -1.017 0.692
H 0.784 -0.782 -2.180
H 2.227 -1.848 -1.476
H 2.371 -0.918 -3.137
H -1.916 0.645 1.853
H -1.924 1.597 0.588
H -0.437 -0.965 0.669
H -0.474 0.206 -0.614
H 0.604 0.676 1.956
H 0.652 1.901 0.896
*
```

## Properties
E_HOMO (spin up / spin down)   -5.5367 / -9.9236 eV
Maximum force   0.09640 hartree/bohr
<S²>   2.00
Electronic energy   -93445.650 eV
LUMO energy (spin up / spin down)   0.54 / -3.67 eV

Computed, not measured: an isolated ion of composition C5H12ClN2 and charge +1 in a non-equilibrium geometry, with wB97M-V/def2-TZVPD.

```
! wB97M-V def2-TZVPD RIJCOSX def2/J DEFGRID3
* xyz 1 1
C 0.796 -0.134 0.040
C -0.894 1.392 -0.648
C 1.179 2.216 0.400
C 0.282 -2.360 -0.622
C -1.261 -1.172 0.929
N 0.347 1.092 0.031
N 0.000 -1.173 0.188
Cl 2.756 -0.335 0.103
H -1.657 1.699 0.150
H -0.911 2.045 -1.443
H -1.349 0.551 -1.167
H 0.941 2.593 1.295
H 2.272 1.811 0.425
H 1.022 2.889 -0.430
H -0.159 -3.207 -0.125
H 1.288 -2.335 -0.674
H -0.055 -2.227 -1.607
H -1.135 -1.784 1.691
H -2.094 -1.430 0.254
H -1.367 -0.131 1.210
*
```

## Properties
E_HOMO   -14.4679 eV
Maximum force   0.11250 hartree/bohr
Structure (SMILES)   CN(C)C(Cl)=[N+](C)C
Electronic energy   -20873.524 eV
LUMO energy   -4.21 eV
Energy relative to the best compared isomer or geometry (same formula, charge and spin)   142.4 kJ/mol

Computed, not measured: C5H12CuNO3S as an isolated structure in a non-equilibrium geometry, with wB97M-V/def2-TZVPD.

```
! wB97M-V def2-TZVPD RIJCOSX def2/J DEFGRID3
* xyz 0 1
Cu 0.920 1.410 -0.409
N -1.029 1.359 -2.823
C -2.293 1.417 -1.937
C -2.736 0.182 -1.191
C -1.768 -0.245 -0.113
O -2.111 -1.294 0.480
O -0.669 0.319 0.110
H -1.193 2.237 -3.230
H -0.216 1.538 -1.898
H -2.993 1.567 -2.698
H -2.065 2.431 -1.503
H -3.077 -0.684 -1.870
H -3.795 0.383 -0.776
C 0.841 -1.472 1.751
S 2.415 -0.821 0.765
C 3.711 -1.025 2.110
O 2.379 0.726 0.635
H 1.024 -2.538 2.087
H 0.140 -1.319 0.946
H 0.773 -0.794 2.498
H 3.939 -2.161 2.330
H 3.352 -0.618 3.001
H 4.450 -0.596 1.734
*
```

## Properties
E_HOMO   -8.4697 eV
Maximum force   0.17937 hartree/bohr
Electronic energy   -68482.889 eV
LUMO energy   -0.42 eV